Entry 1:
4 unconnected molecules or ions with the total composition C19H36O13P2 at a distorted geometry. Source: OMol25; level of theory: ωB97M-V/def2-TZVPD.

Its SMILES is C[C@@H](O)COCOCCOCPP(=O)(O)O.O=C1CCCO1.O=C1CCCO1.O=C1CCCO1. The value obtained for the HOMO energy is -9.4 eV. The LUMO energy comes out at 0.263 eV. Its HOMO-LUMO gap is 9.69 eV.

ORCA input file:
```
! RIJCOSX wB97M-V def2-TZVPD def2/J DEFGRID3
* xyz 0 1
C -2.63 -0.60 -4.57
C -1.19 -0.22 -4.31
O -0.54 -0.25 -5.59
C -1.06 1.16 -3.67
O -0.31 1.23 -2.47
C 0.99 0.68 -2.59
O 1.85 1.30 -1.74
C 2.10 0.65 -0.51
C 3.40 -0.08 -0.56
O 3.28 -1.15 0.36
C 4.50 -1.69 0.75
P 4.38 -3.19 1.76
P 2.78 -2.72 3.14
O 1.86 -1.68 2.80
O 3.57 -2.49 4.48
O 2.10 -4.12 3.40
H -2.95 -1.36 -3.89
H -3.28 0.24 -4.50
H -2.71 -0.98 -5.57
H -0.75 -0.97 -3.67
H 0.39 -0.01 -5.48
H -0.67 1.85 -4.40
H -2.04 1.51 -3.40
H 1.36 0.82 -3.60
H 0.95 -0.38 -2.37
H 2.13 1.39 0.26
H 1.32 -0.05 -0.25
H 4.19 0.58 -0.26
H 3.59 -0.45 -1.56
H 5.11 -1.96 -0.10
H 5.08 -0.99 1.34
H 3.67 -4.08 0.96
H 3.00 -2.71 5.24
H 2.70 -4.70 3.89
O 3.93 4.04 1.62
C 3.23 4.33 2.55
O 2.17 5.13 2.42
C 1.58 5.41 3.71
C 2.05 4.27 4.61
C 3.41 3.93 4.00
H 1.96 6.38 4.03
H 0.50 5.46 3.59
H 2.09 4.55 5.66
H 1.37 3.42 4.52
H 4.21 4.54 4.42
H 3.68 2.88 4.08
O -0.49 2.26 3.99
C -0.87 2.18 2.85
O -0.19 2.66 1.79
C -0.98 2.53 0.58
C -1.98 1.42 0.88
C -2.18 1.58 2.38
H -1.46 3.50 0.40
H -0.35 2.29 -0.27
H -2.89 1.50 0.29
H -1.52 0.46 0.66
H -2.98 2.29 2.61
H -2.38 0.65 2.91
O -4.25 -3.51 -4.71
C -4.52 -3.80 -3.59
O -5.03 -2.90 -2.71
C -5.16 -3.49 -1.41
C -5.24 -5.00 -1.65
C -4.36 -5.15 -2.90
H -4.29 -3.21 -0.81
H -6.06 -3.08 -0.94
H -4.91 -5.59 -0.80
H -6.26 -5.29 -1.88
H -3.31 -5.28 -2.65
H -4.67 -5.95 -3.56
*
```

These are the natural (NBO) partial charges, in e, on atoms 1 to 6: -0.62 0.05 -0.72 -0.09 -0.55 0.24



Entry 2:
A molecular structure, C19H37BrMnSi4 at a distorted geometry. Source: OMol25; level of theory: ωB97M-V/def2-TZVPD.

The value obtained for the HOMO energy (alpha / beta) is -2.1 / -3.5 eV. The LUMO energy (alpha / beta) comes out at 2.866 / 2.819 eV. Its HOMO-LUMO gap (alpha / beta) is 4.97 / 6.33 eV.

ORCA input file:
```
! RIJCOSX wB97M-V def2-TZVPD def2/J DEFGRID3
* xyz -1 5
C -1.57 3.66 -2.88
C -0.14 3.61 -2.89
C 0.26 2.23 -2.98
H 0.53 4.47 -2.91
C -0.94 1.42 -3.02
C -2.07 2.31 -3.00
H -3.11 1.99 -3.08
H -2.16 4.58 -2.89
H 1.27 1.84 -3.10
H -0.97 0.34 -3.13
Mn -0.98 2.56 -1.21
Br 1.21 2.09 -0.09
C -1.91 2.14 1.51
C -2.67 1.79 0.36
C -2.85 2.98 -0.44
H -3.22 0.86 0.21
C -1.94 4.00 0.13
C -1.44 3.47 1.36
H -0.87 4.01 2.10
H -1.74 1.49 2.37
H -3.66 3.16 -1.14
H -1.91 5.05 -0.18
C 1.16 -1.34 -3.19
Si 1.80 -1.35 -1.42
C 2.13 -3.17 -1.05
C 3.40 -0.36 -1.48
Si 0.52 -0.48 0.33
Si -1.33 -1.98 0.71
C -0.64 -3.57 1.46
C -2.63 -1.43 1.96
C -2.17 -2.26 -0.95
Si 1.62 -0.43 2.37
C 2.72 -1.95 2.31
C 2.60 1.13 2.81
C 0.37 -0.61 3.77
H 1.88 -1.92 -3.79
H 1.10 -0.33 -3.63
H 0.18 -1.81 -3.29
H 2.76 -3.54 -1.87
H 2.65 -3.34 -0.11
H 1.20 -3.76 -1.06
H 3.23 0.67 -1.84
H 3.90 -0.30 -0.50
H 4.06 -0.87 -2.18
H -0.19 -3.41 2.45
H -1.49 -4.26 1.59
H 0.11 -4.06 0.82
H -3.38 -0.78 1.50
H -3.13 -2.33 2.32
H -2.20 -0.91 2.82
H -2.59 -1.32 -1.35
H -1.49 -2.67 -1.71
H -3.00 -2.96 -0.82
H 3.48 -1.86 1.52
H 3.23 -2.00 3.29
H 2.16 -2.88 2.16
H 1.95 2.01 2.91
H 3.09 0.96 3.78
H 3.38 1.35 2.07
H -0.34 0.21 3.78
H -0.19 -1.56 3.75
H 0.96 -0.57 4.70
*
```

These are the natural (NBO) partial charges, in e, on atoms 1 to 6: -0.30 -0.35 -0.27 0.23 -0.36 -0.33



Entry 3:
A molecular structure, C19H37CeClSi4Te at a distorted geometry. Source: OMol25; level of theory: ωB97M-V/def2-TZVPD.

The value obtained for the HOMO energy (alpha / beta) is -4.1 / -4.1 eV. The LUMO energy (alpha / beta) comes out at 2.535 / 2.535 eV. Its HOMO-LUMO gap (alpha / beta) is 6.63 / 6.66 eV.

ORCA input file:
```
! RIJCOSX wB97M-V def2-TZVPD def2/J DEFGRID3
* xyz -1 2
C -2.43 -1.15 -3.63
C -1.75 -1.33 -4.89
C -1.47 -0.04 -5.42
H -1.55 -2.30 -5.36
C -1.93 0.94 -4.50
C -2.54 0.26 -3.39
H -3.02 0.73 -2.53
H -2.84 -1.94 -3.00
H -1.02 0.16 -6.40
H -1.91 2.03 -4.64
Ce -0.01 -0.38 -3.11
Cl 0.27 -2.71 -2.13
C 2.64 -0.07 -3.29
C 2.15 1.16 -3.85
C 1.59 0.87 -5.13
H 2.23 2.15 -3.39
C 1.71 -0.54 -5.37
C 2.35 -1.13 -4.23
H 2.62 -2.18 -4.10
H 3.15 -0.17 -2.33
H 1.22 1.61 -5.86
H 1.44 -1.06 -6.29
C 3.40 0.57 1.35
Si 1.94 1.18 2.36
C 2.08 0.61 4.15
C 1.87 3.07 2.31
Si -0.02 0.32 1.34
Te -0.03 1.62 -0.77
Si -0.04 -2.03 1.73
C -0.17 -2.44 3.58
C -1.58 -2.78 0.93
C 1.61 -2.74 1.15
Si -1.96 1.25 2.33
C -2.04 0.85 4.17
C -1.93 3.12 2.09
C -3.43 0.51 1.42
H 4.31 1.02 1.77
H 3.31 0.89 0.30
H 3.50 -0.53 1.37
H 2.99 1.08 4.57
H 1.22 0.92 4.76
H 2.19 -0.48 4.24
H 1.73 3.43 1.29
H 1.07 3.47 2.95
H 2.84 3.43 2.69
H -1.11 -2.09 4.02
H -0.13 -3.54 3.68
H 0.67 -2.03 4.17
H -1.69 -2.46 -0.12
H -1.49 -3.87 0.94
H -2.49 -2.50 1.48
H 1.85 -2.43 0.13
H 2.44 -2.45 1.82
H 1.55 -3.84 1.15
H -1.18 1.25 4.72
H -2.95 1.34 4.56
H -2.11 -0.23 4.37
H -1.85 3.39 1.02
H -2.89 3.50 2.47
H -1.11 3.59 2.64
H -3.37 0.70 0.33
H -3.53 -0.57 1.58
H -4.34 1.02 1.80
*
```

These are the natural (NBO) partial charges, in e, on atoms 1 to 6: -0.35 -0.33 -0.28 0.24 -0.33 -0.33



Entry 4:
A molecular structure, C19H37N2O5Rb at a distorted geometry. Source: OMol25; level of theory: ωB97M-V/def2-TZVPD.

The energy relative to the best compared isomer or geometry (same formula, charge and spin) comes out at 331.8 kJ/mol. The value obtained for the HOMO energy is 0.8 eV. The LUMO energy comes out at 3.584 eV. Its HOMO-LUMO gap is 2.77 eV.

ORCA input file:
```
! RIJCOSX wB97M-V def2-TZVPD def2/J DEFGRID3
* xyz -2 1
Rb -30.55 1.79 8.20
O -32.16 1.75 4.41
C -32.99 1.12 5.24
O -34.08 0.69 4.86
O -32.62 0.99 6.41
H -31.40 1.88 4.98
C -27.05 1.52 12.50
C -27.06 1.78 10.95
C -25.65 1.65 10.30
C -25.09 0.25 10.26
C -25.96 -0.62 9.41
C -27.47 -0.63 9.94
N -27.95 0.77 10.34
O -29.37 0.83 10.76
C -27.45 -1.61 11.13
C -28.24 -1.27 8.77
C -27.52 3.22 10.55
H -28.01 1.46 13.01
H -26.49 2.36 12.91
H -26.54 0.60 12.77
H -24.94 2.13 10.97
H -25.71 2.08 9.30
H -24.95 -0.12 11.27
H -24.05 0.25 9.94
H -25.70 -1.67 9.46
H -25.83 -0.26 8.39
H -28.30 -1.42 11.79
H -26.58 -1.49 11.77
H -27.50 -2.68 10.93
H -27.76 -2.21 8.49
H -28.25 -0.66 7.86
H -29.28 -1.46 9.03
H -27.57 3.38 9.47
H -27.06 4.09 11.02
H -28.55 3.41 10.85
C -34.49 3.32 10.30
C -33.88 2.34 11.39
C -34.45 2.71 12.77
C -35.86 2.22 13.20
C -36.01 0.72 13.08
C -35.51 0.26 11.66
N -34.16 0.84 11.24
O -33.56 0.19 10.09
C -36.71 0.58 10.71
C -35.34 -1.31 11.79
C -32.34 2.59 11.44
H -35.57 3.39 10.40
H -34.30 2.97 9.28
H -34.22 4.36 10.50
H -34.53 3.80 12.79
H -33.74 2.47 13.55
H -36.58 2.79 12.60
H -35.95 2.51 14.25
H -37.07 0.62 13.31
H -35.63 0.09 13.88
H -37.66 0.32 11.18
H -36.76 0.03 9.77
H -36.80 1.64 10.46
H -34.47 -1.55 12.40
H -35.22 -1.85 10.85
H -36.25 -1.66 12.29
H -31.90 2.85 10.48
H -31.76 1.82 11.95
H -32.19 3.44 12.10
*
```

These are the Mulliken partial charges, in e, on atoms 1 to 6: 0.77 -0.50 0.63 -0.74 -0.61 0.25



Entry 5:
A molecular structure, C19H37N4P2SSiV. Source: OMol25; level of theory: ωB97M-V/def2-TZVPD.

The energy relative to the best compared isomer or geometry (same formula, charge and spin) comes out at 0.0 kJ/mol. The value obtained for the HOMO energy (alpha / beta) is -13.9 / -13.9 eV. The LUMO energy (alpha / beta) comes out at -6.425 / -6.425 eV. Its HOMO-LUMO gap (alpha / beta) is 7.48 / 7.48 eV.

ORCA input file:
```
! RIJCOSX wB97M-V def2-TZVPD def2/J DEFGRID3
* xyz 2 1
V 0.21 0.14 -0.04
C 2.61 -0.19 2.64
P 1.63 -1.20 1.49
C 2.84 -2.18 0.56
C 0.70 -2.40 2.49
C -0.36 -3.00 1.57
P -1.32 -1.68 0.72
C -2.40 -1.09 2.06
C -2.41 -2.69 -0.31
H 3.24 -0.82 3.25
H 1.95 0.39 3.28
H 3.24 0.49 2.07
H 3.47 -2.75 1.25
H 3.46 -1.52 -0.04
H 2.33 -2.86 -0.11
H 0.23 -1.87 3.32
H 1.36 -3.16 2.90
H -1.06 -3.65 2.11
H 0.10 -3.62 0.79
H -2.88 -1.94 2.55
H -3.18 -0.45 1.65
H -1.84 -0.52 2.79
H -2.72 -3.57 0.27
H -1.88 -3.03 -1.20
H -3.29 -2.15 -0.62
C -0.67 3.58 4.60
C -1.25 2.81 3.42
C -0.36 2.80 2.23
N -0.11 1.77 1.49
N 0.71 2.05 0.42
C 1.10 3.30 0.36
N 1.89 3.79 -0.60
S 0.44 4.24 1.65
H -1.35 3.54 5.45
H -0.52 4.64 4.36
H 0.29 3.17 4.92
H -2.21 3.25 3.12
H -1.45 1.77 3.69
H 2.21 3.18 -1.33
H 2.14 4.76 -0.64
C -0.85 1.88 -2.58
Si -1.83 0.72 -1.47
C -2.83 -0.40 -2.58
C -2.95 1.78 -0.40
H -1.58 2.45 -3.16
H -0.20 1.35 -3.28
H -0.25 2.61 -2.03
H -3.12 0.24 -3.42
H -3.75 -0.76 -2.13
H -2.28 -1.24 -3.00
H -3.74 2.20 -1.03
H -2.39 2.62 0.02
H -3.43 1.25 0.42
N 0.88 -0.47 -1.39
C 1.45 -0.99 -2.54
C 2.72 -0.55 -2.94
C 3.29 -1.08 -4.08
C 2.61 -2.03 -4.83
C 1.36 -2.46 -4.43
C 0.77 -1.95 -3.29
H 3.24 0.19 -2.34
H 4.27 -0.74 -4.40
H 3.06 -2.43 -5.73
H 0.83 -3.21 -5.02
H -0.21 -2.29 -2.97
*
```

These are the natural (NBO) partial charges, in e, on atoms 1 to 6: 0.44 -0.94 1.05 -0.94 -0.72 -0.72



Entry 6:
A molecular structure, C19H37NO6OsP2 at a distorted geometry. Source: OMol25; level of theory: ωB97M-V/def2-TZVPD.

The energy relative to the best compared isomer or geometry (same formula, charge and spin) comes out at 0.0 kJ/mol. The value obtained for the HOMO energy (alpha / beta) is -15.2 / -16.5 eV. The LUMO energy (alpha / beta) comes out at -7.545 / -9.359 eV. Its HOMO-LUMO gap (alpha / beta) is 7.68 / 7.10 eV.

ORCA input file:
```
! RIJCOSX wB97M-V def2-TZVPD def2/J DEFGRID3
* xyz 2 5
Os 0.28 0.05 -0.59
C -0.70 1.43 1.56
C -0.32 0.03 1.68
C -1.23 -0.73 0.80
C -1.85 0.28 -0.02
C -1.66 1.60 0.56
C -2.36 2.86 0.19
C -3.31 3.18 1.37
C -3.16 2.70 -1.10
C -1.36 4.01 0.04
C -1.67 -2.19 0.71
C -3.02 -2.29 -0.04
C -1.89 -2.84 2.08
C -0.65 -2.99 -0.12
C 0.66 -0.34 2.77
C -0.18 -0.43 4.07
C 1.43 -1.63 2.51
C 1.71 0.76 2.96
H -0.32 2.21 2.19
H -2.66 0.08 -0.71
H -4.03 2.38 1.52
H -3.86 4.09 1.13
H -2.76 3.34 2.29
H -3.97 1.99 -0.98
H -2.52 2.39 -1.92
H -3.61 3.66 -1.37
H -0.82 4.21 0.96
H -1.90 4.92 -0.23
H -0.64 3.79 -0.75
H -3.77 -1.67 0.44
H -3.36 -3.32 0.00
H -2.92 -2.01 -1.08
H -2.65 -2.30 2.63
H -0.99 -2.89 2.68
H -2.24 -3.86 1.93
H -0.52 -2.54 -1.11
H -1.02 -4.00 -0.27
H 0.32 -3.06 0.37
H -0.92 -1.22 4.02
H -0.70 0.51 4.25
H 0.50 -0.62 4.90
H 0.80 -2.50 2.39
H 2.10 -1.83 3.34
H 2.05 -1.51 1.61
H 1.30 1.66 3.42
H 2.18 1.02 2.01
H 2.49 0.40 3.63
N 3.70 1.14 -3.31
C 3.08 -0.17 -3.00
C 3.82 -1.27 -3.72
P 1.34 0.03 -3.70
O 0.91 -1.38 -4.27
O 1.51 1.10 -4.69
O 0.35 0.30 -2.55
P 3.13 -0.45 -1.16
O 2.18 -1.76 -1.00
O 4.49 -0.64 -0.68
O 2.26 0.65 -0.54
H 3.08 1.53 -4.09
H 4.68 1.03 -3.63
H 3.69 1.78 -2.51
H 3.91 -1.05 -4.78
H 3.29 -2.22 -3.62
H 4.82 -1.40 -3.29
H 0.81 -1.41 -5.23
H 2.69 -2.58 -0.93
*
```

These are the Mulliken partial charges, in e, on atoms 1 to 6: 2.14 -0.66 -0.40 -0.49 -0.31 -0.11



Entry 7:
A molecular structure, C19H38BiPS2Si2. Source: OMol25; level of theory: ωB97M-V/def2-TZVPD.

The value obtained for the HOMO energy is -7.4 eV. The LUMO energy comes out at 0.085 eV. Its HOMO-LUMO gap is 7.43 eV.

ORCA input file:
```
! RIJCOSX wB97M-V def2-TZVPD def2/J DEFGRID3
* xyz 0 1
Bi 0.15 0.14 -0.62
S 0.53 2.63 -0.65
C 1.38 2.81 -2.19
C 2.00 4.05 -2.40
C 2.67 4.32 -3.58
C 2.71 3.36 -4.58
C 2.10 2.14 -4.39
C 1.43 1.85 -3.20
S 0.69 0.24 -3.10
H 1.96 4.79 -1.61
H 3.15 5.28 -3.71
H 3.23 3.56 -5.51
H 2.14 1.38 -5.16
C 4.36 -0.25 2.62
C 3.95 -1.63 2.10
P 2.12 -1.74 1.88
C 1.54 -2.37 3.52
C 2.13 -3.64 4.14
C 1.94 -3.21 0.76
C 2.98 -4.33 0.82
H 5.44 -0.16 2.69
H 3.94 -0.06 3.61
H 4.00 0.54 1.95
H 4.31 -2.41 2.77
H 4.40 -1.80 1.12
H 0.46 -2.49 3.40
H 1.66 -1.52 4.20
H 1.89 -4.52 3.55
H 1.71 -3.79 5.14
H 3.21 -3.58 4.24
H 1.93 -2.80 -0.26
H 0.94 -3.61 0.94
H 3.97 -3.97 0.52
H 2.71 -5.13 0.14
H 3.08 -4.76 1.82
C -2.49 2.63 1.32
Si -2.64 0.78 1.17
C -4.40 0.32 1.62
C -1.54 -0.02 2.47
C -2.14 0.07 -0.50
Si -3.11 0.54 -2.05
C -2.72 -0.66 -3.44
C -2.77 2.31 -2.53
C -4.96 0.34 -1.79
H -2.69 2.94 2.35
H -3.22 3.14 0.68
H -1.50 3.01 1.05
H -4.59 0.55 2.67
H -4.60 -0.74 1.46
H -5.12 0.89 1.02
H -1.80 0.34 3.47
H -0.47 0.18 2.33
H -1.66 -1.11 2.47
H -2.26 -1.02 -0.38
H -1.71 -0.54 -3.84
H -3.43 -0.51 -4.26
H -2.83 -1.69 -3.09
H -1.70 2.51 -2.63
H -3.16 3.00 -1.77
H -3.25 2.55 -3.48
H -5.20 -0.66 -1.42
H -5.47 0.47 -2.75
H -5.37 1.07 -1.10
*
```

These are the natural (NBO) partial charges, in e, on atoms 1 to 6: 1.16 -0.20 -0.23 -0.20 -0.22 -0.21



Number 1: total energy -65482.7125 eV. Number 2: total energy -153177.9579 eV. Number 3: total energy -84566.3531 eV. Number 4: total energy -34171.4939 eV. Number 5: total energy -89230.1862 eV. Number 6: total energy -55111.4940 eV. Number 7: total energy -72876.8489 eV.